A structure of composition C34H82ClF5NO13PS2Si2, computed with wB97M-V/def2-TZVPD.

Each line ends with the Mulliken charge.
Geometry (Å):
C -2.28209 -2.03548 -1.35223  -1.351
C -1.82386 -1.00138 -0.32235  0.714
N -0.62379 -0.24431 -0.71344  0.089
Si -0.78360 1.49297 -0.64741  -0.311
C -1.40647 1.94287 1.07074  -0.701
S -2.62744 3.31932 1.13982  -0.137
C -4.26257 2.52827 0.97541  -0.290
C -5.05418 3.15880 -0.18834  -1.190
O 0.75112 2.04558 -0.99043  -0.545
Si 1.27053 3.60544 -0.80266  -0.734
C 3.12901 3.49986 -1.07533  -0.483
C 3.55726 2.46413 -2.11931  -0.952
C 3.59495 2.95036 -3.57446  -1.123
C 2.36854 2.42986 -4.32540  0.186
S 2.01770 3.30302 -5.84145  1.402
O 1.97400 2.32649 -6.88031  -0.699
O 2.92063 4.38200 -6.03532  -0.655
O 0.57694 3.93668 -5.68215  -0.452
C 1.05796 4.32400 0.93972  0.203
C 1.82271 5.57637 1.21425  -0.066
O 1.31631 6.62115 1.61757  -0.546
F 3.15435 5.49780 1.03728  -0.248
C 0.61540 4.82921 -2.16617  1.485
F 1.67479 5.34057 -2.83368  -0.341
F -0.16262 4.21581 -3.09527  -0.249
C -0.18904 6.03712 -1.68232  0.084
F -1.02650 5.67822 -0.69619  -0.153
F 0.63192 7.01076 -1.26580  -0.273
P -2.23993 2.08779 -2.31294  0.223
O -3.44088 0.97283 -2.25286  -0.468
Cl -1.14784 1.35480 -3.92739  -0.308
H -1.54896 -2.20438 -2.12256  0.270
H -3.25447 -1.78468 -1.74483  0.310
H -2.40999 -2.97427 -0.84569  0.229
H -1.56724 -1.55282 0.57258  0.095
H -2.66663 -0.37723 -0.03177  -0.296
H 0.15917 -0.50692 -0.12959  0.194
H -1.90134 1.10359 1.53687  0.612
H -0.60288 2.18813 1.74996  0.543
H -4.17845 1.45606 0.88149  0.247
H -4.79602 2.76940 1.87874  0.488
H -5.52397 2.38004 -0.77773  0.341
H -4.39849 3.67392 -0.86854  0.326
H -5.84305 3.79874 0.16990  0.344
H 3.52162 3.15520 -0.12218  0.067
H 3.55801 4.47605 -1.24618  0.610
H 2.95321 1.56594 -2.08503  0.311
H 4.56273 2.15824 -1.86269  0.447
H 3.73514 4.01386 -3.67988  0.532
H 4.45055 2.48885 -4.04427  0.642
H 1.48879 2.38467 -3.69515  -0.714
H 2.57014 1.42094 -4.64199  0.557
H -0.01170 3.31823 -5.22801  0.298
H 0.03995 4.53632 1.22213  0.190
H 1.45784 3.55085 1.59143  0.558
H -0.76917 6.42056 -2.51672  0.338
H -3.86876 0.93557 -1.39604  0.300
C 5.15370 3.47360 2.80862  -1.035
C 4.15289 2.91476 3.80715  0.545
C 4.83488 2.43561 5.07884  -1.504
O 3.41325 1.84322 3.21066  -0.354
H 5.87238 2.70551 2.50886  0.348
H 4.63787 3.80486 1.90905  0.048
H 5.70426 4.31724 3.22569  0.397
H 3.41946 3.68330 4.05549  0.258
H 5.54094 1.63190 4.85332  0.350
H 4.10152 2.03777 5.78043  0.339
H 5.37868 3.24564 5.56555  0.392
H 4.03943 1.15035 2.98123  0.229
C 1.48979 -4.63711 -2.25630  -1.475
C 0.92942 -4.35243 -0.87264  1.093
C 1.62472 -5.19231 0.18637  -1.268
O -0.47886 -4.58829 -0.85334  -0.314
H 1.32812 -5.68530 -2.52390  0.377
H 0.98412 -4.02734 -3.00569  0.365
H 2.56009 -4.42965 -2.29715  0.259
H 1.05690 -3.29328 -0.63949  -0.173
H 1.47323 -6.25858 -0.00411  0.445
H 1.21601 -4.98002 1.17611  0.238
H 2.69726 -4.99092 0.19966  0.185
H -0.63165 -5.51575 -1.05699  0.245
C 5.71541 -1.60683 -1.07197  -1.410
C 5.04062 -2.60781 -0.14640  0.693
C 5.83802 -2.80987 1.13329  -1.321
O 4.86460 -3.85601 -0.81710  -0.476
H 6.70482 -1.96614 -1.36679  0.382
H 5.13186 -1.47534 -1.98325  0.330
H 5.83129 -0.63539 -0.58914  0.349
H 4.03766 -2.25609 0.10087  0.151
H 6.83108 -3.20616 0.90589  0.335
H 5.34113 -3.53004 1.78380  0.345
H 5.95766 -1.87256 1.67842  0.342
H 5.73429 -4.19389 -1.05078  0.295
C -6.57837 -5.48875 -1.26660  -1.424
C -5.06423 -5.37955 -1.19084  0.917
C -4.55004 -5.72660 0.19778  -1.235
O -4.65562 -4.05753 -1.54699  -0.465
H -7.05007 -4.78779 -0.57069  0.437
H -6.92874 -5.23334 -2.26737  0.326
H -6.91423 -6.49557 -1.02643  0.312
H -4.61314 -6.04836 -1.92266  -0.263
H -4.95900 -5.03572 0.94096  0.370
H -3.46275 -5.63735 0.23608  0.216
H -4.82940 -6.74331 0.47805  0.416
H -5.04558 -3.44836 -0.91344  0.343
C 0.22883 10.51895 2.73563  -1.120
C -0.65984 9.86223 3.78174  0.349
C 0.12704 9.51338 5.03670  -1.171
O -1.26683 8.69128 3.24176  -0.520
H 1.02775 9.83721 2.43261  0.231
H -0.34809 10.76089 1.84310  0.301
H 0.68146 11.43550 3.11765  0.380
H -1.47848 10.53489 4.04029  0.307
H 0.92418 8.80340 4.80025  0.254
H -0.52174 9.04190 5.77532  0.307
H 0.57676 10.40126 5.48382  0.375
H -0.56035 8.08163 3.00395  0.320
C -1.05566 -3.22898 5.11601  -1.521
C -0.67996 -2.89868 3.67999  0.592
C 0.82185 -2.99824 3.45922  -1.159
O -1.13790 -1.58787 3.34122  -0.438
H -0.58414 -2.52412 5.80631  0.367
H -2.13364 -3.15078 5.25652  0.366
H -0.74149 -4.23789 5.38552  0.392
H -1.19337 -3.58087 3.00140  0.214
H 1.35040 -2.28585 4.09903  0.395
H 1.07257 -2.75709 2.42508  0.130
H 1.19015 -4.00059 3.68126  0.399
H -0.70143 -0.96017 3.92526  0.311
C -4.56303 -8.54842 -4.12500  -1.256
C -4.67941 -9.08981 -2.70798  0.452
C -4.78415 -10.60717 -2.70021  -1.427
O -5.81286 -8.51483 -2.05586  -0.454
H -5.45006 -8.81095 -4.70756  0.338
H -4.49069 -7.46038 -4.11554  0.323
H -3.68567 -8.95083 -4.63259  0.379
H -3.80956 -8.78112 -2.12628  0.276
H -5.67740 -10.93045 -3.24119  0.361
H -4.86913 -10.97941 -1.67922  0.339
H -3.91277 -11.06735 -3.16752  0.384
H -6.59838 -8.77085 -2.54867  0.322

Forces on atoms 1 to 3 (eV/Å):
C -0.28 0.22 0.66
C 0.58 -0.96 -0.13
N -0.15 1.17 0.19

The value obtained for the HOMO-LUMO gap is 8.31 eV. For the HOMO energy, the calculation gives -8.34 eV.

=====

A structure of composition C24H20F3N8PdS, computed with wB97M-V/def2-TZVPD.

Each line ends with the natural charge from an NBO analysis.
Geometry (Å):
Pd -1.02093 1.19997 -0.59580  0.995
N -0.54957 1.53752 4.07226  -0.462
C -1.09787 1.39250 2.86939  0.344
N -0.41392 1.39355 1.75317  -0.502
C 0.93752 1.56701 1.82794  0.400
N 1.71726 1.61509 0.71811  -0.158
N 1.08784 1.57934 -0.42190  -0.270
C 1.80039 1.46812 -1.51840  0.197
C 1.12001 1.46098 -2.77873  0.071
C 1.84665 1.50444 -3.96678  -0.118
C 1.16092 1.51539 -5.17341  -0.144
C -0.21783 1.46473 -5.14795  -0.154
C -0.87962 1.41374 -3.91236  0.083
N -0.24091 1.42016 -2.76250  -0.429
C 1.60232 1.70356 3.07700  -0.116
C 2.99767 1.85942 3.20834  -0.136
C 3.54589 1.98046 4.45523  -0.156
C 2.72998 1.95727 5.60862  -0.072
C 1.36773 1.81322 5.51501  -0.262
C 0.80288 1.68485 4.24832  0.291
H -1.14818 1.54397 4.89141  0.457
H -2.17274 1.27318 2.83374  0.229
H 2.88117 1.36369 -1.46279  0.240
H 2.92829 1.54161 -3.93350  0.255
H 1.69638 1.56095 -6.11254  0.268
H -0.79388 1.46430 -6.06366  0.264
H -1.96059 1.37526 -3.87150  0.216
H 3.61407 1.88321 2.32205  0.260
H 4.61583 2.09669 4.56255  0.263
H 3.18705 2.05617 6.58488  0.264
H 0.74507 1.80021 6.40152  0.256
N -3.45417 1.41740 -0.74003  -0.636
N -3.93869 2.72814 -0.76007  -0.438
C -3.11414 3.79398 -0.71714  0.329
N -3.67624 4.98917 -0.80631  -0.735
S -1.42852 3.65994 -0.53951  -0.204
H -3.75284 0.93584 -1.58323  0.396
H -3.85458 0.91967 0.04924  0.392
H -4.93321 2.86138 -0.88078  0.408
H -4.67196 5.13349 -0.88482  0.422
H -3.09281 5.81008 -0.77460  0.443
F 2.10292 -7.78680 -0.48862  -0.294
C 0.80561 -7.55089 -0.65100  0.953
F 0.12972 -8.16160 0.32312  -0.292
F 0.41679 -8.05444 -1.82130  -0.291
C 0.49998 -6.06145 -0.61329  0.052
C 1.52504 -5.12855 -0.40886  -0.192
C 1.22055 -3.79512 -0.38299  -0.134
C -0.12909 -3.36812 -0.55542  -0.014
C -1.15501 -4.34004 -0.76524  -0.136
C -0.83636 -5.66779 -0.78971  -0.183
C -0.45453 -2.02385 -0.51683  0.014
C -0.85953 -0.84654 -0.55395  -0.253
H 2.54241 -5.46949 -0.27993  0.270
H 1.99560 -3.05598 -0.23415  0.235
H -2.17540 -4.01106 -0.90584  0.244
H -1.60046 -6.41792 -0.94645  0.269

Forces on atoms 1 to 3 (eV/Å):
Pd -0.59 0.77 -0.12
N 0.01 0.00 -0.05
C -0.12 0.01 0.04

Its spin multiplicity is 5. The value obtained for the HOMO-LUMO gap (spin up / spin down) is 6.49 / 5.37 eV. The energy above the lowest of the compared OMol25 structures with the same formula, charge and spin comes out at 10.1 kJ/mol. Its net charge is +3. The expectation value of S² is 6.0931. For the HOMO energy (spin up / spin down), the calculation gives -15.94 / -16.89 eV.

=====

A cluster of 2 separate species, C2H5O3 in total, computed with wB97M-V/def2-TZVPD.

Each line ends with the natural charge from an NBO analysis.
Geometry (Å):
O -0.51955 -0.78366 -0.46191  -0.808
C -0.05686 0.09468 0.30435  0.758
O 1.12699 0.46752 0.40528  -0.788
C -1.10032 0.81559 1.18412  -0.732
H -1.73301 0.14053 1.75676  0.194
H -1.73612 1.43143 0.54150  0.199
H -0.60432 1.47294 1.90313  0.191
H 1.48498 -0.49500 -1.65631  0.503
H 1.33722 -1.92224 -1.75119  0.472
O 1.80098 -1.22178 -2.22573  -0.988

Forces on atoms 1 to 3 (eV/Å):
O 0.00 -0.14 0.00
C -0.57 -0.21 0.00
O 0.38 0.14 -0.09

The value obtained for the HOMO-LUMO gap is 8.79 eV. The energy above the lowest of the compared OMol25 structures with the same formula, charge and spin comes out at 15.9 kJ/mol. Its net charge is -1. For the HOMO energy, the calculation gives -4.30 eV.

=====

no.,calculated total energy (eV)
1,-137524.496
2,-59571.964
3,-8299.512